Formula: C4H10N2O
Source: OMol25
Level of theory: ωB97M-V/def2-TZVPD

- gap between HOMO and LUMO (eV) = 10.086
- structure (SMILES) = C[C@@H](CN)NC=O
- total charge = 0
- electronic energy (Eh) = -343.13152

Structure (XYZ):
```
17
Properties=species:S:1:pos:R:3:lowdin_charge:R:1
C -0.39202 -1.66341 -0.50338 -0.038
C -0.02082 -0.08042 -0.61271 -0.333
C -0.57959 0.65833 0.65880 -0.218
N -2.06861 0.37374 0.66155 0.004
N 1.39480 0.12618 -0.75120 0.025
C 2.21210 0.92249 0.05674 -0.313
O 1.78644 1.48283 1.03538 -0.004
H -1.24387 -1.82324 0.18420 0.058
H 0.55914 -2.22484 -0.35550 0.072
H -0.80493 -1.83596 -1.52346 0.066
H -0.57874 0.38294 -1.42355 0.124
H -0.18905 0.30121 1.57470 0.092
H -0.27118 1.70613 0.72720 0.102
H -2.58674 1.11854 0.36822 0.013
H -2.31373 0.06576 1.62444 0.085
H 1.83182 -0.48835 -1.44790 0.136
H 3.26496 0.97806 -0.27351 0.128
```